{
  "formula": "C40H110N10O10",
  "method": "ωB97M-V/def2-TZVPD",
  "fmax_ev_per_a": 3.80,
  "total_charge": 0,
  "smiles": "COC[C@H](C)N.COC[C@H](C)N.COC[C@H](C)N.COC[C@H](C)N.COC[C@H](C)N.COC[C@H](C)N.COC[C@H](C)N.COC[C@H](C)N.COC[C@H](C)N.COC[C@H](C)N",
  "de_lowest_kj_mol": 343.93,
  "homo_energy_ha": -0.316,
  "symbols": ["C", "C", "C", "O", "C", "N", "H", "H", "H", "H", "H", "H", "H", "H", "H", "H", "H", "C", "C", "C", "O", "C", "N", "H", "H", "H", "H", "H", "H", "H", "H", "H", "H", "H", "C", "C", "C", "O", "C", "N", "H", "H", "H", "H", "H", "H", "H", "H", "H", "H", "H", "C", "C", "C", "O", "C", "N", "H", "H", "H", "H", "H", "H", "H", "H", "H", "H", "H", "C", "C", "C", "O", "C", "N", "H", "H", "H", "H", "H", "H", "H", "H", "H", "H", "H", "C", "C", "C", "O", "C", "N", "H", "H", "H", "H", "H", "H", "H", "H", "H", "H", "H", "C", "C", "C", "O", "C", "N", "H", "H", "H", "H", "H", "H", "H", "H", "H", "H", "H", "C", "C", "C", "O", "C", "N", "H", "H", "H", "H", "H", "H", "H", "H", "H", "H", "H", "C", "C", "C", "O", "C", "N", "H", "H", "H", "H", "H", "H", "H", "H", "H", "H", "H", "C", "C", "C", "O", "C", "N", "H", "H", "H", "H", "H", "H", "H", "H", "H", "H", "H"],
  "positions_angstrom": [[2.0947, -4.9993, -2.8605], [0.9946, -5.5743, -1.9230], [-0.4059, -5.6115, -2.6125], [-0.7372, -4.3864, -3.2673], [-2.1790, -4.3219, -3.2923], [1.3107, -6.9229, -1.4422], [1.8028, -4.0682, -3.3678], [2.5324, -5.7440, -3.5369], [2.9433, -4.7001, -2.2348], [1.0349, -4.8774, -1.0836], [-1.2069, -5.8355, -1.8974], [-0.4149, -6.4779, -3.3864], [-2.3807, -3.3192, -3.5455], [-2.6420, -4.5158, -2.2692], [-2.5748, -5.0948, -3.9788], [1.5580, -6.9208, -0.4712], [1.9626, -7.3925, -1.9827], [-2.8681, -0.2735, -5.1459], [-2.4256, -0.2612, -6.6024], [-3.6357, -0.5768, -7.5861], [-3.2816, -0.3614, -8.9489], [-4.3822, -0.2803, -9.7931], [-1.6941, 0.9584, -6.9686], [-3.6377, -0.9811, -4.9410], [-3.2068, 0.7361, -4.8599], [-2.0455, -0.5136, -4.4795], [-1.6283, -1.0491, -6.7209], [-4.5442, 0.0145, -7.3436], [-3.9513, -1.5954, -7.5645], [-5.1389, 0.4460, -9.4601], [-4.8849, -1.2436, -9.8716], [-3.9682, 0.0038, -10.7864], [-2.2305, 1.8159, -7.1518], [-1.1075, 0.7200, -7.7729], [-5.2863, -2.4705, 1.7727], [-4.6454, -1.3182, 1.0050], [-5.1280, -1.2487, -0.3925], [-5.0824, -2.5164, -1.0353], [-5.1972, -2.4217, -2.4660], [-4.8123, -0.0435, 1.5822], [-5.2698, -3.4546, 1.2339], [-6.3761, -2.2155, 1.9867], [-4.8184, -2.5689, 2.7054], [-3.5226, -1.4830, 0.9347], [-4.5178, -0.5355, -0.9365], [-6.1536, -0.8261, -0.3911], [-4.6624, -3.2675, -2.9414], [-4.7302, -1.4628, -2.7088], [-6.1826, -2.3796, -2.9441], [-5.5670, 0.0522, 2.2487], [-3.9840, 0.3876, 1.9031], [5.3478, -0.5084, 3.8839], [4.6968, 0.7879, 4.4159], [5.3627, 2.0791, 3.9839], [6.6417, 2.2917, 4.4678], [7.5972, 2.8104, 3.4984], [3.3556, 0.8676, 3.8481], [4.8291, -1.4405, 4.2481], [6.4186, -0.4686, 4.1921], [5.3265, -0.5313, 2.7644], [4.5956, 0.7733, 5.5069], [4.7436, 2.9592, 4.3784], [5.3031, 2.0759, 2.8878], [7.8283, 2.0816, 2.7069], [8.4655, 2.9936, 4.0591], [7.1512, 3.6849, 3.0827], [3.3190, 0.6072, 2.8193], [3.0136, 1.8476, 3.9268], [0.1927, 2.7924, 1.4937], [-1.3226, 2.5076, 1.8262], [-2.2591, 2.8264, 0.5842], [-2.4326, 4.2647, 0.4335], [-3.7677, 4.6690, 0.6434], [-1.5272, 1.1389, 2.2470], [0.3096, 3.8206, 1.1022], [0.4001, 2.1274, 0.6837], [0.7404, 2.5340, 2.4257], [-1.6182, 3.1786, 2.6236], [-3.2216, 2.3476, 0.7029], [-1.7715, 2.4241, -0.3332], [-3.9623, 5.6129, 0.2143], [-3.9238, 4.7631, 1.6623], [-4.5366, 3.9886, 0.2404], [-0.7387, 0.5459, 1.9653], [-1.6030, 1.1217, 3.2462], [6.8679, 2.9727, -0.9733], [5.5267, 2.3594, -0.4763], [4.5141, 3.4717, -0.0287], [5.0155, 4.0136, 1.1817], [4.2332, 5.0822, 1.7514], [4.9140, 1.6715, -1.6090], [7.4517, 3.5387, -0.2647], [6.7405, 3.5902, -1.8353], [7.4751, 2.1572, -1.2449], [5.5944, 1.6651, 0.3353], [3.5240, 3.0632, 0.0841], [4.5238, 4.2596, -0.8016], [4.8505, 5.5456, 2.5473], [3.2397, 4.6716, 2.1467], [4.1132, 5.7522, 0.8593], [5.5320, 1.0148, -2.1380], [4.0612, 1.2218, -1.3017], [-3.9748, 3.3770, 4.9332], [-3.9755, 1.8846, 5.4342], [-2.8258, 1.7263, 6.3839], [-1.5919, 2.0116, 5.6636], [-0.4564, 2.1090, 6.5783], [-5.2439, 1.4383, 6.0073], [-2.9117, 3.7007, 4.8668], [-4.4615, 4.1183, 5.6923], [-4.4491, 3.5262, 3.9471], [-3.7733, 1.2151, 4.5590], [-2.7989, 0.7271, 6.7446], [-3.0534, 2.4867, 7.1498], [-0.7955, 2.3359, 7.5803], [0.3005, 2.8132, 6.1486], [0.0990, 1.1377, 6.5394], [-5.6555, 2.2078, 6.5331], [-5.8995, 1.0668, 5.3443], [-0.5967, 1.9441, -3.2802], [0.8511, 2.3894, -3.4252], [1.6718, 1.3849, -4.3335], [1.5041, 0.0836, -3.6562], [2.2283, -0.9814, -4.2962], [0.8603, 3.7465, -4.0267], [-0.5777, 1.0196, -2.7418], [-1.0736, 1.7507, -4.2402], [-1.2184, 2.6799, -2.7724], [1.3199, 2.3673, -2.4465], [2.7229, 1.6223, -4.3429], [1.1901, 1.4232, -5.3223], [1.7469, -1.0261, -5.3368], [2.1485, -1.9347, -3.7846], [3.3387, -0.8243, -4.3602], [1.7680, 4.0059, -4.3790], [0.2214, 3.7023, -4.8272], [0.4874, -3.0064, 5.0591], [0.5238, -2.2491, 3.7794], [-0.6163, -2.6393, 2.9281], [-0.6785, -4.0607, 2.7165], [-1.8219, -4.4674, 1.9958], [0.6301, -0.7838, 3.9016], [0.2322, -4.0287, 4.8142], [-0.1809, -2.7056, 5.7780], [1.5450, -3.0101, 5.4216], [1.4169, -2.5837, 3.2306], [-0.5618, -2.1071, 1.9760], [-1.6075, -2.2883, 3.3688], [-2.7240, -4.2725, 2.5856], [-1.6751, -5.5405, 1.7855], [-1.9837, -3.8948, 1.0273], [-0.0743, -0.4259, 4.5916], [1.5142, -0.4074, 4.1829], [3.5629, -1.8285, -0.9978], [2.4102, -0.9808, -0.3416], [1.0180, -1.4972, -0.7524], [0.1328, -0.4469, -0.4133], [-1.1031, -0.7833, -1.0172], [2.5661, -0.9100, 1.0927], [3.7063, -2.8304, -0.5113], [4.4778, -1.3055, -0.7913], [3.3718, -1.9702, -2.0322], [2.3938, 0.0851, -0.8074], [0.7399, -2.4340, -0.2165], [0.9683, -1.7041, -1.7859], [-1.4535, -1.7760, -0.6810], [-1.0124, -0.6381, -2.0361], [-1.7721, -0.0208, -0.5733], [1.6733, -0.6795, 1.5192], [2.9991, -1.6936, 1.5967]],
  "atomic_forces_ev_per_a": [[0.373, 0.026, 0.578], [0.204, 0.247, -1.178], [0.838, -0.957, -0.914], [-0.974, -0.753, 0.965], [0.732, -1.035, 1.038], [-1.848, 1.417, 0.997], [-0.234, -0.592, -0.125], [-0.527, 0.157, -0.253], [-0.046, -0.093, 0.113], [-0.702, -0.122, 0.163], [0.433, -0.165, 0.201], [0.139, 1.190, 1.112], [-0.671, 1.018, -0.732], [0.675, 0.238, -1.030], [-0.014, 0.571, 0.063], [0.220, -0.148, 0.167], [1.452, -0.926, -1.090], [0.420, 1.167, -0.067], [0.081, -0.598, -1.264], [0.496, 0.750, -0.003], [0.740, 0.665, 0.942], [0.093, 0.121, -0.947], [0.388, -0.107, -0.011], [-0.784, -0.570, -0.024], [-0.123, -0.360, -0.059], [0.273, 0.032, -0.030], [-1.024, 0.411, -0.070], [0.513, 0.164, 0.120], [-0.158, -1.125, 0.731], [0.253, 0.103, -0.032], [-0.144, -0.265, -0.136], [-0.562, -0.151, 0.586], [0.047, -0.866, 0.024], [-0.488, 0.589, 0.273], [-1.852, -0.096, -1.114], [1.950, -1.724, 0.012], [-1.177, -0.062, -1.246], [-0.463, -0.235, -0.841], [0.898, 0.327, 0.272], [-1.258, 1.175, 0.511], [0.083, 1.034, 0.376], [1.125, -0.312, -0.358], [0.727, -0.261, 1.439], [-1.058, -0.157, 0.197], [0.274, 0.265, -0.233], [0.144, -0.279, -0.051], [-0.165, 0.495, 0.468], [0.286, -0.192, -0.582], [-0.407, -0.149, 0.821], [0.099, -0.138, -0.088], [0.993, 0.374, 0.453], [0.534, 0.243, 0.080], [-0.526, -0.457, -0.567], [-0.621, 1.054, 0.037], [1.783, -0.381, -0.305], [-1.888, -1.446, 0.458], [-1.340, 0.310, -1.055], [0.605, 1.036, -0.172], [-0.702, -0.473, -0.158], [-0.058, 0.152, 0.792], [0.193, -0.213, -0.067], [0.272, -1.043, -0.658], [0.214, 0.301, 0.014], [-0.237, 0.082, 0.144], [1.182, 0.505, 0.592], [0.070, 0.859, -0.577], [0.254, 0.436, 1.547], [0.163, -1.024, -0.180], [-1.908, 0.278, 0.737], [0.138, 0.885, -1.546], [1.484, 0.743, 0.521], [0.003, -1.140, -0.586], [0.103, -1.146, -1.059], [0.053, -0.507, -0.490], [0.178, -0.384, 0.590], [0.699, -0.681, -0.479], [0.130, 0.427, -0.823], [-0.258, 0.170, 0.238], [-0.233, -0.191, 0.154], [-0.305, 0.297, 0.395], [0.200, 1.195, -0.715], [-0.595, 0.136, 2.332], [0.433, -0.100, -0.042], [-0.400, 0.198, 0.314], [0.194, -0.258, 0.483], [-0.998, -0.425, 1.196], [-0.530, 1.643, -1.032], [1.839, 0.127, -0.228], [-0.079, -0.188, 0.808], [-0.102, -0.887, -1.306], [0.255, -0.259, -0.971], [-0.217, 0.187, 0.629], [-0.476, 0.366, -0.639], [0.984, -1.110, -0.562], [0.745, -0.231, 0.913], [-0.633, -0.220, 0.125], [-0.297, -0.197, 0.038], [-0.552, -0.264, -0.484], [1.204, 0.791, -0.497], [-0.515, 0.160, 1.236], [-0.799, 0.789, 1.035], [0.115, -0.339, -0.274], [0.069, 0.701, 0.906], [-0.518, 0.456, -2.270], [0.382, 1.103, -0.743], [-0.073, 0.214, 1.481], [0.510, -0.989, -1.953], [0.686, 0.457, 0.910], [-0.730, -0.140, -0.189], [0.599, -1.480, -1.138], [0.082, -0.175, 0.498], [-0.098, 0.550, 0.475], [0.023, -0.820, 0.749], [0.723, -0.367, 0.377], [0.201, 0.252, 0.171], [-0.995, -0.078, 0.543], [-0.575, 0.455, 0.469], [-0.178, -0.385, -0.220], [-0.057, 0.147, -0.232], [0.261, 0.100, -0.277], [0.491, 0.025, -1.449], [-1.954, -0.635, 2.032], [0.986, 0.104, -0.533], [-0.434, 1.150, -1.780], [-0.560, -0.690, 0.157], [-0.265, -0.343, 0.346], [0.186, 0.016, -0.277], [0.222, 0.100, 0.242], [0.146, 0.377, 0.205], [0.443, 0.268, -0.204], [0.331, -0.449, 0.004], [1.122, -0.520, 1.119], [-0.709, 0.098, 0.229], [-0.844, 0.401, -0.134], [0.291, 0.015, -0.032], [0.341, 0.218, 0.271], [3.106, -1.543, -0.860], [1.168, 0.695, 0.040], [-2.675, 0.113, -0.828], [0.392, 0.924, -0.086], [-0.018, 0.448, -0.700], [-2.221, -0.002, 0.350], [0.077, -0.423, 0.088], [-1.556, 1.229, 1.681], [-0.948, -0.033, 0.389], [-0.024, 0.101, 0.103], [0.101, -0.065, -0.345], [0.893, -0.373, -0.133], [-0.072, -0.292, 0.058], [-0.332, 0.509, 0.054], [0.481, -0.582, 0.822], [0.787, -0.477, -0.916], [0.855, -0.141, 0.099], [-0.906, 0.028, 2.167], [0.263, -0.487, -1.510], [1.193, 0.332, 1.862], [-0.069, -1.068, -0.232], [-0.955, 1.167, 3.490], [0.156, 0.537, 0.688], [-0.525, 0.728, -0.326], [0.626, 0.317, -0.330], [0.115, -0.014, -0.900], [0.345, -1.562, 0.810], [0.166, 0.366, -0.035], [-0.010, -0.112, -1.474], [0.124, 0.169, -0.467], [-0.163, -0.301, -2.264], [-0.238, -0.470, -0.548], [0.139, -0.020, 0.265], [-0.407, 0.264, -0.843]]
}